45
Properties=species:S:1:pos:R:3 method="wB97M-V/def2-TZVPD" homo_ev=-5.2 spin_multiplicity=1 total_energy_ev=-29368.881
C 4.92605 -2.88852 0.72657
C 1.87062 1.95048 -0.29018
H -7.47276 -0.44531 1.59383
C 2.02437 -0.53172 0.06423
C -3.44309 -0.66118 -0.24119
H 2.27595 -2.66027 0.41863
H 5.11148 -3.40749 -0.22256
H 5.86928 -2.65066 1.23042
H 0.88785 1.73715 -0.72836
C 4.77223 -0.41750 0.27191
H -6.89458 0.60725 -0.96404
N -5.95481 0.26729 -0.78816
H 1.54014 1.81414 1.84365
C 1.72350 2.62238 1.11777
H 5.85658 -0.35278 0.33456
C 4.13294 -1.61790 0.42681
H -6.08416 0.21562 2.53927
F 5.00718 0.28710 -2.32333
C 0.09448 -1.72027 -0.46645
H -5.44628 0.37113 -2.77799
H 0.61739 -2.03773 -1.38327
C 2.68656 0.67920 -0.06589
H 4.31532 -3.51067 1.39518
C 2.74601 -1.68167 0.30615
H -3.12404 -0.48548 -2.38002
H 4.52358 1.71818 -0.07660
C -2.07958 -1.20047 0.14638
C 4.05617 0.74580 0.03454
C 2.58693 2.95577 -1.24627
C -6.62774 0.25367 1.59310
H 2.70006 3.04247 1.39091
H -4.04576 -0.69123 1.79080
C -5.08105 0.09320 -1.79114
O 0.62849 -0.51551 -0.03863
H 0.16767 -2.54284 0.25516
H 1.83701 3.45864 -1.88137
O -1.25608 -1.43374 -0.87346
H -7.05584 1.25455 1.42380
C -3.82201 -0.36041 -1.55415
C -5.62617 0.00199 0.48471
H 3.02765 3.75229 -0.63016
O -1.82831 -1.39018 1.31699
H 0.90748 3.35608 1.15874
C -4.36632 -0.46323 0.77655
H 3.31561 2.48238 -1.91748


56
Properties=species:S:1:pos:R:3 method="wB97M-V/def2-TZVPD" homo_ev=-3.4 spin_multiplicity=1 total_energy_ev=-110694.908 total_charge=-1
H -4.03846 -3.20421 -0.42737
C 0.52647 1.52385 6.10790
C 2.89343 0.23009 0.03733
H -1.18087 -2.26041 1.55004
H -3.23611 2.07034 -1.53150
H -1.70975 -1.20706 -4.78927
C -3.62676 -2.22661 -0.69191
H -4.12323 0.57734 -1.82698
H 2.16638 1.65093 -2.80656
H -3.92610 -1.51274 0.07956
H 2.05776 2.65368 5.10072
H -1.52969 2.47982 -4.53301
H -0.49582 1.65688 6.46730
C -2.53975 -0.65890 -4.33665
H 4.20565 -2.04296 -2.10380
C -1.04189 -2.98521 0.74387
H 3.33801 -0.35181 -3.72019
N 1.74931 1.42112 1.66884
N 2.41053 1.12745 -0.84627
H 2.80229 -0.07661 3.47338
N 1.50477 1.81951 2.92497
H -1.87082 -3.41139 -3.13582
H -3.22453 -1.39611 -3.90680
H -4.06536 1.82632 -3.07848
C 2.57573 0.89681 -2.14300
H 0.03363 -3.15134 0.63236
C -1.49171 -3.71828 -2.15691
Si -1.73268 -2.29972 -0.89548
H 1.00535 3.63027 6.13823
H 0.53827 0.70322 5.39057
H 4.35793 0.30813 2.73154
H -0.64160 3.59350 4.38321
C 3.55216 -0.91950 -0.39974
H -0.42706 -3.93706 -2.27272
H -0.09556 1.44750 -4.41601
C 3.22962 -0.21018 -2.65434
H 1.16353 1.26320 6.95627
C 3.38823 -0.16803 2.56207
H -0.49276 2.55973 -3.10248
C 1.03018 2.79809 5.42985
H -2.00388 -4.64271 -1.87101
H 3.55852 -1.22052 2.33791
H 3.91673 -1.64502 0.31415
H -1.50481 -3.92885 1.04447
S -0.67782 3.04722 1.81605
C -3.48344 1.32984 -2.29635
H -3.07413 -0.12938 -5.13106
C 3.72054 -1.14079 -1.75384
H -4.09306 -1.91389 -1.63094
C 2.64329 0.52036 1.45332
Li 0.52894 1.51960 0.12849
N 0.26088 3.16975 4.26280
Si -1.90229 0.50540 -2.96473
C 0.46389 2.63087 3.02346
As -0.46994 -0.48462 -1.48743
C -0.92220 1.88310 -3.84798


Number 1: orbital gap 1.964 eV. Number 2: orbital gap 6.241 eV.